(1)
C44H67F6N3O27S2 | ωB97M-V with the def2-TZVPD basis set

Last column: Mulliken charge in e.
Atoms and positions in Å:
O: 1.8823 -3.7599 -2.7421  -0.2621
H: 1.3513 -4.4069 -3.2123  0.3767
H: 2.4305 -4.2194 -2.1019  0.3665
H: 1.3960 -2.9963 -2.4225  0.4370
C: -1.3456 2.2339 -2.4546  0.6454
F: -2.5854 2.0455 -2.7632  -0.2172
F: -0.4847 1.9638 -3.4065  -0.2280
F: -1.2705 3.4584 -2.2042  -0.2195
S: -0.9567 1.2377 -0.7841  0.8765
O: 0.4244 1.6340 -0.4809  -0.6324
O: -1.8842 1.7568 0.1842  -0.5180
N: -1.0402 -0.4440 -1.2999  -0.3806
S: -2.0500 -1.2199 -0.3252  0.9510
O: -2.0493 -2.6415 -0.5938  -0.6542
O: -2.0410 -0.8584 1.1248  -0.6048
C: -3.7661 -0.7529 -0.9427  0.6410
F: -4.6172 -0.9438 0.0602  -0.2171
F: -3.8246 0.4963 -1.4676  -0.1768
F: -4.0517 -1.6646 -1.9783  -0.2521
C: 0.0257 -6.1495 5.8101  -0.8164
O: -0.7008 -7.2664 5.5599  -0.3389
C: 0.1964 -8.3724 5.0274  -0.5461
C: -0.6550 -9.5657 4.4228  -0.5416
N: -1.5342 -10.1798 5.4628  -0.2969
C: -2.3202 -11.1948 4.9159  -0.8482
C: -2.3881 -12.6097 5.5438  -0.6112
O: -1.0927 -13.3262 5.3012  -0.3095
C: -1.1498 -14.7087 5.3083  -0.7425
H: -0.1142 -5.2531 5.2059  0.2695
H: 1.1038 -6.2700 5.7046  0.3555
H: -0.1160 -5.9818 6.8777  0.2754
H: 0.6498 -8.8272 5.9082  0.2849
H: 0.8892 -7.8860 4.3407  0.4369
H: 0.0575 -10.2703 3.9939  0.3111
H: -1.3818 -9.1485 3.7258  0.3752
H: -1.9890 -9.4921 6.0462  0.2788
H: -2.0658 -11.3819 3.8726  0.4320
H: -3.2873 -10.7086 4.7875  0.4728
H: -3.2553 -13.1423 5.1533  0.4175
H: -2.6214 -12.4246 6.5923  0.3073
H: -1.8105 -15.1361 6.0626  0.3148
H: -0.1393 -15.0646 5.5089  0.2306
H: -1.5173 -15.0422 4.3378  0.2893
C: 5.3449 -3.9518 -0.7480  -0.7988
O: 4.7565 -4.8291 -1.7160  -0.2484
C: 5.2896 -6.1954 -1.7224  -0.5934
C: 4.5529 -7.0121 -2.8293  -0.8627
N: 3.1647 -7.2968 -2.4223  -0.2549
C: 2.4972 -8.0451 -3.5036  -0.7655
C: 1.2427 -7.1823 -3.9546  -0.5179
O: 1.6794 -6.1164 -4.7322  -0.3761
C: 0.6561 -5.3668 -5.4165  -0.8477
H: 4.9913 -2.9658 -1.0495  0.2579
H: 6.4139 -3.9533 -0.9613  0.3290
H: 5.1918 -4.1593 0.3111  0.3157
H: 5.2598 -6.7417 -0.7796  0.3445
H: 6.2819 -6.0420 -2.1465  0.3751
H: 5.0902 -7.9146 -3.1206  0.5136
H: 4.7631 -6.5146 -3.7760  0.4133
H: 3.2631 -7.9046 -1.6217  0.2752
H: 2.0966 -8.9624 -3.0721  0.3900
H: 3.0701 -8.1911 -4.4194  0.3368
H: 0.4632 -7.0415 -3.2058  0.3737
H: 0.8297 -7.8642 -4.6980  0.4259
H: 0.2636 -5.5888 -6.4089  0.2962
H: 1.1906 -4.4395 -5.6228  0.2829
H: -0.1858 -5.2338 -4.7371  0.4025
C: 5.6059 3.0273 6.0242  -0.3576
C: 4.4015 3.5773 6.4368  -0.7825
C: 3.2929 3.1222 5.8563  1.0144
C: 3.2641 2.0654 4.9161  -0.7027
C: 4.4676 1.4489 4.6002  -0.3627
C: 5.6948 2.0209 5.0194  0.3014
O: 6.9621 1.4239 4.6209  -0.5384
O: 2.0772 3.5395 6.2842  -0.5237
H: 6.5561 3.4262 6.3476  0.2494
H: 4.3918 4.3682 7.1723  0.2922
H: 2.2887 1.8487 4.5062  0.4449
H: 4.4066 0.5346 4.0285  0.3811
H: 7.7518 1.8446 4.9687  0.2970
H: 2.0433 4.3591 6.7828  0.2901
C: -7.5373 6.1556 1.5699  -0.3092
C: -7.5898 7.3669 2.3078  -0.7128
C: -8.6151 7.5286 3.3024  0.8518
C: -9.6935 6.6788 3.4260  -0.7198
C: -9.6903 5.6634 2.5258  -0.3713
C: -8.5982 5.3033 1.6387  0.3699
O: -8.7230 4.2030 0.9612  -0.5158
O: -8.6568 8.6090 4.0938  -0.5463
H: -6.7827 6.2517 0.8032  0.3099
H: -6.8041 8.0672 2.0657  0.3101
H: -10.3393 6.7275 4.2903  0.3807
H: -10.5161 4.9706 2.5937  0.3328
H: -8.1069 4.1916 0.2250  0.3058
H: -7.8626 9.1307 4.2299  0.3174
C: 6.8201 4.7764 -5.7590  -0.4387
C: 5.7716 5.4106 -5.0732  -0.4960
C: 5.3556 4.8825 -3.8979  0.6626
C: 6.0544 3.8252 -3.2387  -0.4220
C: 7.2330 3.3165 -3.7858  -0.3494
C: 7.6402 3.7908 -5.0594  0.0927
O: 8.5227 3.0406 -5.8007  -0.5022
O: 4.2785 5.3880 -3.2595  -0.5271
H: 7.0514 4.9765 -6.7948  0.4028
H: 5.2110 6.2406 -5.4775  0.3966
H: 5.7638 3.3570 -2.3099  0.2543
H: 7.6092 2.5901 -3.0806  0.2951
H: 9.3195 2.9967 -5.2672  0.3349
H: 3.9254 4.7680 -2.6172  0.2969
C: -4.9221 4.5617 7.7077  -0.3023
C: -4.6218 4.9266 6.3035  -0.2540
O: -4.0278 6.2124 6.4517  -0.3068
C: -4.5768 6.7958 7.5353  0.6978
O: -4.4482 8.0293 7.8536  -0.5983
O: -5.1959 5.8430 8.2257  -0.3153
H: -4.1981 3.9097 8.1965  0.2399
H: -5.7976 3.9258 7.8385  0.2729
H: -5.6133 5.0307 5.8628  0.2203
H: -4.0335 4.2339 5.7016  0.3430
C: -5.4676 1.0469 -9.1240  -0.3009
C: -4.8993 0.0710 -8.1232  -0.2233
O: -3.6005 -0.0013 -8.5118  -0.3459
C: -3.2766 0.7417 -9.6123  0.6963
O: -2.1775 1.1316 -9.9243  -0.5246
O: -4.3906 1.3096 -10.0132  -0.3414
H: -5.9675 1.9407 -8.7509  0.2792
H: -6.2160 0.4206 -9.6097  0.2306
H: -5.3847 -0.8784 -8.3491  0.2614
H: -4.8832 0.5041 -7.1231  0.2686
C: 4.3372 7.5639 2.6178  -0.2792
C: 2.9725 8.2074 2.7338  -0.2296
O: 2.9628 8.8623 3.9144  -0.3196
C: 4.2570 8.7659 4.4183  0.6859
O: 4.7861 9.3955 5.3510  -0.5790
O: 4.9338 7.8902 3.7485  -0.3070
H: 4.9763 8.0103 1.8560  0.2425
H: 4.2269 6.5058 2.3804  0.2704
H: 2.1942 7.4469 2.6703  0.2809
H: 2.8293 8.8462 1.8622  0.2324
C: -1.5299 8.1359 -8.3081  -0.1985
C: -0.9510 7.1395 -9.2875  -0.3743
O: 0.1813 7.7288 -9.9898  -0.2985
C: 0.3563 8.9331 -9.3603  0.6374
O: 1.2998 9.7011 -9.6827  -0.5605
O: -0.6210 9.2074 -8.4026  -0.2924
H: -1.5376 7.5550 -7.3858  0.2359
H: -2.5423 8.4570 -8.5533  0.2790
H: -1.7262 6.6827 -9.9028  0.3104
H: -0.4201 6.3918 -8.6983  0.2617

Cartesian forces (eV/Å) of the 6 atoms listed first:
O 0.4168 0.2350 -0.6736
H -0.5460 -0.7546 -0.8372
H 1.1565 -0.5193 0.9432
H -0.6058 0.6763 0.5456
C 0.5126 -3.0574 2.2421
F -1.7135 -1.2554 -1.6426

* strongest force on any atom: 6.20 eV/Å
* ΔE to the lowest compared entry with this formula, charge and spin: 9.320 eV
* HOMO: -7.49 eV
* frontier orbital gap: 6.11 eV

=====

(2)
CH3NO3S2 | ωB97M-V with the def2-TZVPD basis set

Last column: Mulliken charge in e.
Atoms and positions in Å:
C: 0.9266 -0.1870 0.0782  -0.1855
N: -1.3216 1.1658 0.1741  -0.5269
O: 3.0941 -1.4670 0.0910  -0.4869
O: -1.4424 -1.1523 0.4263  -0.5536
O: -0.8565 -0.3992 -1.8434  -0.5600
S: 1.6878 -1.5527 -0.3829  0.3946
S: -0.7796 -0.2496 -0.4236  1.0552
H: 1.1616 0.5746 0.8773  0.3405
H: -1.1626 2.1411 -0.1676  0.2561
H: -1.3074 1.1263 1.1706  0.2663

Cartesian forces (eV/Å) of the 6 atoms listed first:
C -0.7200 -0.8374 0.1329
N -0.2339 2.1669 -1.0660
O -0.9530 -0.9288 -0.4875
O -0.7138 -1.7513 0.9682
O -0.0223 0.6341 0.3600
S 1.9476 2.2241 1.1576

* strongest force on any atom: 3.17 eV/Å
* ΔE to the lowest compared entry with this formula, charge and spin: 0.350 eV
* HOMO: -10.18 eV
* frontier orbital gap: 8.89 eV

=====

(3)
C2H3NO3S | ωB97M-V with the def2-TZVPD basis set

Last column: Mulliken charge in e.
Atoms and positions in Å:
C: 0.4312 0.1735 0.0624  0.3030
C: -0.5895 -0.9690 -0.0408  0.5711
H: -1.7812 1.8074 0.2592  0.3341
H: 0.6463 2.1151 -0.1539  0.2488
H: -2.2427 -1.4942 0.8057  0.3502
N: -0.0214 1.4325 0.0733  -0.1688
O: -1.2424 1.9119 -0.4844  -0.3706
O: -1.6386 -0.6752 0.8008  -0.4685
O: -0.5778 -1.9474 -0.7714  -0.4901
S: 2.0092 -0.1248 0.1304  -0.3093

Cartesian forces (eV/Å) of the 6 atoms listed first:
C -0.6012 -1.0794 -1.0208
C -1.3349 -0.8258 -0.8142
H -2.0067 -0.0273 1.6714
H 1.2372 0.8419 0.0621
H 1.1491 1.6453 -0.1470
N -1.1884 0.7361 -0.2886

* strongest force on any atom: 2.80 eV/Å
* ΔE to the lowest compared entry with this formula, charge and spin: 1.825 eV
* HOMO: -9.21 eV
* frontier orbital gap: 8.76 eV
* structure (SMILES): O=C(O)C(=S)NO